ORCA calculation (ωB97M-V/def2-TZVPD) on a single C24H33N3O6 molecule.

Last column: Mulliken charge in e.
Geometry (Å):
C 1.088 3.982 -2.377  -1.561
C 0.588 2.976 -1.354  0.282
O 0.553 1.678 -1.955  -0.274
C -0.466 0.869 -1.624  0.735
O -1.325 1.197 -0.827  -0.779
C -0.456 -0.398 -2.341  1.362
C 0.056 -0.630 -3.608  0.405
C 0.801 0.273 -4.522  -1.665
N -0.261 -1.892 -4.005  0.095
C 0.070 -2.462 -5.279  -1.072
C -0.991 -2.512 -3.016  -0.841
C -1.524 -3.790 -2.968  -1.690
C -2.227 -4.158 -1.839  -0.494
C -2.368 -3.294 -0.749  0.471
O -3.113 -3.582 0.353  -0.412
C -3.517 -4.908 0.570  -1.042
C -1.761 -2.030 -0.763  0.537
N -1.764 -1.228 0.380  -0.175
C -1.368 -1.644 1.606  0.332
O -1.092 -2.783 1.916  -0.688
C -1.268 -0.469 2.583  -0.837
N -0.509 0.594 1.955  0.512
C -0.640 1.904 2.551  -0.821
C 0.131 2.058 3.868  -1.134
C 1.617 1.711 3.680  0.745
C 2.329 2.785 2.886  0.090
O 2.105 3.107 1.746  -0.582
O 3.272 3.365 3.637  -0.376
C 4.054 4.394 3.031  -0.245
C 5.203 3.814 2.218  -1.090
C 1.747 0.343 2.991  -1.428
C 0.883 0.271 1.725  -0.640
C -1.126 -1.609 -1.938  1.039
H 2.072 3.693 -2.737  0.318
H 0.407 4.037 -3.224  0.369
H 1.155 4.962 -1.915  0.437
H -0.419 3.227 -1.007  0.366
H 1.258 2.938 -0.489  -0.026
H 1.821 -0.087 -4.663  0.366
H 0.849 1.270 -4.100  0.201
H 0.317 0.315 -5.498  0.401
H -0.574 -2.065 -6.069  0.317
H -0.059 -3.541 -5.235  0.363
H 1.109 -2.246 -5.533  0.349
H -1.412 -4.488 -3.783  0.230
H -2.672 -5.139 -1.805  0.429
H -4.268 -5.230 -0.162  0.345
H -3.961 -4.918 1.565  0.271
H -2.667 -5.596 0.551  0.396
H -1.741 -0.219 0.214  0.401
H -2.278 -0.101 2.784  0.518
H -0.841 -0.846 3.525  0.246
H -1.701 2.110 2.713  0.572
H -0.259 2.625 1.824  0.048
H 0.029 3.079 4.241  0.524
H -0.286 1.381 4.617  0.384
H 2.108 1.675 4.659  0.352
H 4.425 4.997 3.862  0.322
H 3.405 5.000 2.390  0.294
H 5.812 4.620 1.820  0.368
H 4.811 3.226 1.391  0.280
H 5.821 3.175 2.844  0.310
H 1.429 -0.429 3.694  0.367
H 2.790 0.150 2.734  0.499
H 0.945 -0.733 1.298  0.639
H 1.266 0.982 0.990  -0.018

* ΔE to the lowest compared entry with this formula, charge and spin: 0.0 kcal/mol
* E_LUMO: 0.7 eV
* HOMO-LUMO gap: 8.0039 eV
* SMILES: CCOC(=O)c1c(C)n(C)c2ccc(OC)c(NC(=O)CN3CCC(C(=O)OCC)CC3)c12
* HOMO: -7.3 eV
* net charge: 0